Molecular formula: C6H9N2O2
Method: DFT, the ωB97M-V functional and the def2-TZVPD basis

```
19
Properties=species:S:1:pos:R:3:nbo_charge:R:1
C -1.23 0.21 2.26 -0.294
C -2.23 -0.09 1.45 0.140
C -0.01 0.31 1.34 -0.031
C -0.48 0.03 0.15 0.204
C 0.06 -0.32 -1.47 0.533
C 1.42 0.45 1.81 -0.651
N -0.95 -0.35 -2.27 -0.715
N 1.30 -0.28 -1.81 -0.276
O -1.90 -0.11 0.14 -0.454
O 1.65 -0.18 -3.14 -0.488
H -1.11 0.55 3.35 0.268
H -3.19 -0.36 1.82 0.233
H 1.30 0.88 2.79 0.245
H 1.89 -0.50 1.97 0.245
H 1.96 1.15 1.17 0.226
H -1.88 0.09 -1.93 0.471
H -0.87 -0.57 -3.19 0.422
H 2.08 0.04 -1.23 0.432
H 2.18 -0.94 -3.18 0.489
```

Its SMILES is Cc1ccoc1/C(N)=[NH+]/O. The molar mass is 141.15 g mol⁻¹. Its energy above the lowest of the compared OMol25 structures with the same formula, charge and spin is 4.153 eV. The value obtained for the total energy is -13432.891 eV. The total charge is +1. The HOMO-LUMO gap comes out at 9.611 eV. For the HOMO energy, the calculation gives -0.486 hartree.